Molecular formula: C36H58N9O3S
Method: DFT, the ωB97M-V functional and the def2-TZVPD basis

- Net charge: +1
- HOMO-LUMO gap: 6.0 eV
- Molecular weight: 697.0 Da
- Calculated total energy: -2522.6795 Ha
- HOMO: -9.184 eV

Structure (XYZ):
```
107
Properties=species:S:1:pos:R:3:forces:R:3:lowdin_charge:R:1
C -0.73282 -2.04127 2.84542 0.2 0.2 -0.2 -0.1311
O 0.70869 -1.93989 2.75625 -1.6 1.1 -0.2 -0.2199
C 1.05823 -0.72865 2.04039 2.3 0.0 -0.4 -0.2170
C 1.72272 -1.10105 0.60359 -0.3 1.1 0.2 -0.1596
C 0.71483 -0.88920 -0.63297 1.4 0.1 -0.3 -0.1967
C 0.52373 0.70020 -0.82846 -0.2 -0.3 -1.2 -0.1957
C -0.98543 1.16441 -1.13463 -0.2 1.1 1.0 -0.1918
C -2.10658 0.49601 -0.19196 -0.6 -1.3 -1.5 -0.1993
C -3.05468 -0.39920 -1.18232 0.2 0.8 1.2 -0.1925
C -4.19469 -1.18888 -0.30973 1.0 1.0 -1.8 -0.1815
C -5.55481 -1.08656 -1.15631 -0.2 -0.8 0.4 -0.1490
C -6.91365 -1.18421 -0.29413 -0.3 0.1 -1.8 -0.1037
N -6.76723 -0.81670 1.14070 0.0 -4.9 0.2 -0.0224
C -6.56676 -1.88128 2.08365 0.4 2.5 4.3 -0.2015
N -6.49725 -3.32570 1.90120 2.0 3.6 -2.7 0.1361
C -5.25662 -3.70371 1.59287 -0.1 -0.3 -0.5 -0.2755
C -3.92427 -3.29274 2.36625 0.2 0.0 -0.8 -0.0483
C -5.08660 -4.65459 0.29991 0.4 0.2 1.4 -0.0241
N -6.41988 -1.31423 3.41153 -0.9 2.7 -5.3 0.1773
C -6.54691 0.10593 3.12419 0.0 -1.4 -0.8 -0.2817
N -6.43502 0.99167 4.11951 0.9 -0.7 2.1 -0.4598
C -6.18857 0.39229 5.49773 0.1 0.1 0.9 -0.0858
S -6.49519 2.71692 4.04360 -0.2 0.9 -0.3 0.8419
N -6.78920 0.43033 1.75102 0.4 -1.6 2.4 0.0206
C -7.02394 1.65410 0.96872 0.1 2.0 -1.5 -0.0841
C -5.64446 2.32937 0.41683 0.1 -0.9 -0.5 -0.1319
O -5.98361 3.28211 -0.65168 0.2 -1.9 -0.8 -0.0780
C -5.92857 2.63297 -1.92169 -3.3 -0.4 -2.4 -0.2463
O -6.91084 2.53024 -2.69973 3.8 0.8 3.6 0.0587
H -1.12748 -2.16649 1.77096 0.2 0.0 1.6 0.0741
H -1.00964 -2.91038 3.53301 0.5 1.1 -1.1 0.1027
H -1.14694 -1.07228 3.29110 0.3 -1.2 -0.6 0.0977
H 1.91217 -0.22773 2.64250 -1.5 -0.8 -0.8 0.1311
H 0.21889 0.04230 1.96110 0.9 -1.2 0.0 0.1088
H 2.23715 -2.11805 0.63396 -0.9 1.3 0.1 0.1027
H 2.56582 -0.31961 0.46038 -1.2 -1.3 0.0 0.1128
H 1.26428 -1.29008 -1.56991 -1.0 0.5 1.4 0.1162
H -0.25762 -1.48302 -0.56357 1.2 0.9 0.2 0.0915
H 0.99014 1.27244 0.04533 -1.0 -0.8 -1.1 0.1009
H 1.14903 0.98529 -1.75954 -0.9 -0.3 1.6 0.1189
H -1.30564 1.01490 -2.23337 0.8 0.1 1.7 0.1142
H -1.03873 2.30422 -0.93467 0.2 -1.7 -0.5 0.1055
H -1.69270 -0.24742 0.57312 -0.4 1.3 -0.8 0.0796
H -2.81459 1.23898 0.31061 1.3 -0.8 -0.5 0.0912
H -2.37279 -1.10516 -1.76333 -1.1 0.9 0.6 0.1163
H -3.54032 0.37411 -1.89460 0.7 -1.5 0.9 0.0923
H -4.21418 -0.66251 0.70365 -0.3 -0.9 -1.2 0.1009
H -3.80731 -2.26379 -0.22691 -0.9 1.6 0.2 0.0856
H -5.62043 -0.13265 -1.78170 0.4 -1.3 0.9 0.0858
H -5.55122 -1.98191 -1.88810 -0.1 1.6 1.0 0.1331
H -7.69505 -0.53709 -0.84425 1.1 -1.0 1.2 0.1357
H -7.30616 -2.26111 -0.34175 0.5 1.7 0.6 0.1310
H -3.96978 -2.27763 2.88259 -0.3 -1.5 -0.5 0.0782
H -3.71705 -4.13715 3.12826 -0.4 1.4 -1.1 0.1201
H -3.02016 -3.24693 1.64738 -1.6 -0.3 1.1 0.0656
H -4.04684 -4.44191 -0.11748 -1.4 -0.5 0.6 0.0799
H -5.86486 -4.35490 -0.47480 0.9 -0.7 1.2 0.0832
H -5.13532 -5.75685 0.60363 -0.1 1.5 -0.6 0.1043
H -7.14920 -0.13715 5.80522 1.5 0.5 -0.3 0.1109
H -5.26399 -0.28922 5.50793 -1.7 0.8 -0.3 0.1075
H -5.96367 1.22463 6.26443 -0.6 -1.2 -1.5 0.0848
H -5.92165 3.17333 5.23100 -0.2 -1.2 -0.9 -0.0747
H -7.64146 1.44567 0.01267 0.9 -0.1 1.8 0.1420
H -7.62442 2.47264 1.52136 1.0 -1.7 -0.5 0.1281
H -5.01017 1.51518 -0.09529 -0.8 0.9 1.1 0.0944
H -5.03430 2.83222 1.23678 -1.0 -0.5 -1.2 0.1247
H -4.94993 2.15723 -2.26838 -0.8 0.8 1.0 0.1498
N 1.75989 5.66336 0.94536 -0.1 0.0 0.0 0.0059
C 1.01211 6.62782 0.32351 0.0 0.0 0.0 -0.1330
C -0.29810 6.21476 0.32565 0.1 0.2 -0.1 -0.1133
C -0.34158 4.95824 0.97875 0.0 -0.2 0.1 -0.1314
C 0.94012 4.64565 1.35190 0.2 -0.2 0.0 -0.1514
H 2.75714 5.69806 1.08263 -0.2 0.0 0.0 0.1486
H 1.47568 7.52076 -0.06738 -0.1 -0.1 0.0 0.1097
H -1.13193 6.75720 -0.09497 0.1 0.0 0.0 0.0910
H -1.21622 4.34932 1.15671 0.1 0.0 0.0 0.0796
H 1.34008 3.78692 1.86997 -0.1 0.1 0.0 0.1015
N 6.42466 -2.55009 -0.29632 -0.1 -0.1 0.0 -0.0028
C 5.41349 -2.56746 0.62736 -0.1 0.1 0.0 -0.1459
C 4.77252 -3.77903 0.53179 0.0 0.3 0.1 -0.1219
C 5.42463 -4.52236 -0.48304 0.2 0.0 -0.2 -0.1056
C 6.44140 -3.74085 -0.97443 0.0 0.0 -0.1 -0.1376
H 7.05758 -1.78240 -0.45198 0.0 -0.2 0.2 0.1278
H 5.23713 -1.71802 1.26997 0.0 -0.1 0.0 0.1043
H 3.92869 -4.09567 1.12739 0.1 0.0 0.0 0.0893
H 5.17789 -5.51948 -0.81668 0.1 0.1 0.0 0.0930
H 7.17262 -3.92768 -1.74635 -0.1 0.0 0.1 0.1046
N 6.96819 -0.21986 -4.37626 0.1 0.0 0.0 0.0117
C 7.41097 -1.14094 -3.46475 0.0 0.0 0.0 -0.1579
C 8.43982 -1.84749 -4.04075 -0.1 0.0 0.3 -0.1138
C 8.62819 -1.32921 -5.34616 0.0 0.2 -0.2 -0.1098
C 7.70796 -0.32405 -5.52422 0.0 0.0 0.0 -0.1354
H 6.21629 0.43320 -4.22575 0.2 -0.1 0.0 0.1495
H 6.95682 -1.21501 -2.48930 0.0 0.0 -0.2 0.0820
H 8.99559 -2.64734 -3.57361 0.0 0.1 0.0 0.0954
H 9.35626 -1.65459 -6.07447 -0.1 0.0 0.1 0.0968
H 7.51571 0.32291 -6.36666 0.0 -0.1 0.1 0.1107
N 9.85082 1.28420 -2.91204 0.0 0.1 0.0 0.0160
C 9.31265 1.58914 -1.69096 0.0 0.0 0.0 -0.1525
C 10.03167 2.63180 -1.15820 -0.2 -0.1 0.1 -0.1199
C 11.03725 2.97217 -2.09551 0.1 0.0 -0.2 -0.1160
C 10.89924 2.12570 -3.16891 0.0 0.0 0.0 -0.1344
H 9.52433 0.55312 -3.52727 0.0 0.0 0.1 0.1054
H 8.46748 1.03838 -1.30646 0.1 0.1 0.0 0.0902
H 9.85247 3.09823 -0.20056 0.0 0.0 -0.1 0.0878
H 11.77957 3.75046 -1.99672 -0.1 -0.1 0.0 0.0906
H 11.45640 2.04930 -4.09035 0.0 0.0 0.1 0.1071
```
Forces are in eV/Å.